# 1
Entry from OMol25: a single C6H7FO molecule (the ωB97M-V functional and the def2-TZVPD basis).

ORCA input file:
```
! RIJCOSX wB97M-V def2-TZVPD def2/J DEFGRID3
* xyz 0 1
C -2.763 -0.710 -0.028
C -1.857 0.159 -0.144
C -0.601 0.679 -0.341
C -0.065 1.860 0.345
C 0.502 -0.228 -0.896
F 1.512 0.537 -1.266
C 1.082 -1.194 -0.011
O 1.689 -0.465 1.149
H -3.736 -1.192 -0.222
H -0.739 2.572 1.072
H 1.071 2.097 0.718
H 0.447 -0.805 -1.840
H 1.972 -1.453 -0.589
H 0.445 -2.160 0.535
H 1.041 0.303 1.520
*
```

The lowest unoccupied orbital energy is -0.494 eV. Its HOMO energy is -9.235 eV. The HOMO-LUMO gap is 8.74 eV. As for the SMILES: C#CC(=C)[C@@H](F)CO.

These are the Mulliken partial charges, in e, on atoms 1 to 4:
1. C -0.307
2. C -0.313
3. C 0.317
4. C -0.895

# 2
Entry from OMol25: a single C6H7FS molecule (the ωB97M-V functional and the def2-TZVPD basis).

ORCA input file:
```
! RIJCOSX wB97M-V def2-TZVPD def2/J DEFGRID3
* xyz 0 1
F -0.569 2.724 -0.708
C 0.100 1.515 -0.952
C -0.490 0.311 -0.219
C 0.121 -0.942 -0.875
C 0.443 -1.627 0.428
C 0.019 -0.950 1.614
C -0.374 0.351 1.231
S -2.095 0.599 0.738
H 1.314 1.455 -0.621
H 0.120 1.199 -2.223
H 0.883 -0.764 -1.514
H -0.662 -1.359 -1.612
H 1.014 -2.564 0.239
H 0.345 -1.314 2.693
H -0.169 1.364 1.780
*
```

The lowest unoccupied orbital energy is 0.653 eV. Its HOMO energy is -8.648 eV. The HOMO-LUMO gap is 9.30 eV. As for the SMILES: FC[C@@]12CC=C[C@@H]1S2.

These are the Mulliken partial charges, in e, on atoms 1 to 4:
1. F -0.284
2. C -0.394
3. C 0.534
4. C -0.943

# 3
Entry from OMol25: C6H7INReSbSe4 as an isolated structure (the ωB97M-V functional and the def2-TZVPD basis).

ORCA input file:
```
! RIJCOSX wB97M-V def2-TZVPD def2/J DEFGRID3
* xyz 3 1
Re 1.509 1.586 0.403
Se 5.259 -1.492 4.401
Sb 5.026 0.721 4.817
Se 2.700 0.459 -1.005
Se 1.956 0.915 2.441
Se 4.853 2.932 5.285
I 1.954 4.002 0.087
N -0.505 1.074 0.039
C -1.113 -0.086 -0.729
C -0.447 -0.770 -1.720
C -1.147 -1.734 -2.438
C -2.478 -1.995 -2.149
C -3.120 -1.308 -1.128
C -2.436 -0.343 -0.404
H -0.987 1.076 0.943
H -0.864 1.913 -0.440
H 0.600 -0.623 -1.949
H -0.640 -2.286 -3.217
H -3.015 -2.743 -2.716
H -4.157 -1.510 -0.897
H -2.949 0.212 0.375
*
```

The lowest unoccupied orbital energy is -13.226 eV. Its HOMO energy is -17.922 eV. The HOMO-LUMO gap is 4.70 eV.

These are the Mulliken partial charges, in e, on atoms 1 to 4:
1. Re 0.742
2. Se -0.073
3. Sb 1.222
4. Se 0.255

# 4
Entry from OMol25: a 2-piece molecular cluster, C6H7IO2 overall (the ωB97M-V functional and the def2-TZVPD basis).

ORCA input file:
```
! RIJCOSX wB97M-V def2-TZVPD def2/J DEFGRID3
* xyz 0 1
C 0.158 2.202 0.728
C -0.322 1.164 -0.282
O -0.949 1.315 -1.322
C -0.033 -0.211 0.198
C -0.586 -1.449 -0.201
C -0.001 -2.377 0.644
C 0.770 -1.769 1.552
O 0.810 -0.458 1.319
H 0.044 3.112 0.372
H 1.134 2.092 0.921
H -0.328 1.990 1.693
H -1.291 -1.735 -0.869
H -0.397 -3.354 0.663
H 1.408 -2.190 2.244
I -1.051 -1.394 -5.595
H -0.849 -0.185 -4.770
*
```

The lowest unoccupied orbital energy is 0.238 eV. Its HOMO energy is -9.110 eV. The HOMO-LUMO gap is 9.35 eV. As for the SMILES: CC(=O)c1ccco1.I.

These are the Mulliken partial charges, in e, on atoms 1 to 4:
1. C -1.449
2. C 0.619
3. O -0.584
4. C 0.209

# 5
Entry from OMol25: a single C6H7N molecule (the ωB97M-V functional and the def2-TZVPD basis).

ORCA input file:
```
! RIJCOSX wB97M-V def2-TZVPD def2/J DEFGRID3
* xyz 0 1
C -0.768 -1.433 -0.950
C -1.168 -0.171 -0.807
C -0.577 0.828 0.141
C 0.434 0.233 1.218
C 1.720 0.204 0.375
C 1.414 1.207 -0.449
N 0.349 1.848 -0.567
H -1.155 -2.057 -1.751
H -0.037 -1.895 -0.292
H -1.929 0.232 -1.474
H -1.365 1.443 0.597
H 0.469 0.913 2.076
H 0.170 -0.762 1.601
H 2.444 -0.589 0.281
*
```

The lowest unoccupied orbital energy (alpha / beta) is -0.371 / -0.678 eV. Its HOMO energy (alpha / beta) is -8.371 / -8.253 eV. The HOMO-LUMO gap (alpha / beta) is 8.00 / 7.57 eV. As for the SMILES: C=C[C@H]1CC=C=N1.

These are the Mulliken partial charges, in e, on atoms 1 to 4:
1. C -0.686
2. C -0.265
3. C 0.268
4. C -0.704

# 6
Entry from OMol25: a single C6H7N molecule (the ωB97M-V functional and the def2-TZVPD basis).

ORCA input file:
```
! RIJCOSX wB97M-V def2-TZVPD def2/J DEFGRID3
* xyz 0 1
C -2.490 -0.329 0.266
C -1.613 0.672 -0.223
C -0.065 0.409 -0.113
C 1.136 1.105 0.027
C 2.176 0.348 0.189
C 1.726 -0.865 0.016
N 0.358 -0.904 -0.165
H -2.091 -1.418 0.550
H -3.586 -0.125 0.028
H -1.698 1.792 -0.305
H 1.004 2.199 -0.027
H 3.064 0.666 0.466
H 2.361 -1.728 -0.575
H -0.281 -1.821 -0.135
*
```

The lowest unoccupied orbital energy is 0.829 eV. Its HOMO energy is -7.743 eV. The HOMO-LUMO gap is 8.57 eV. As for the SMILES: C=Cc1ccc[nH]1.

These are the Mulliken partial charges, in e, on atoms 1 to 4:
1. C -0.600
2. C -0.321
3. C 0.403
4. C -0.420

# 7
Entry from OMol25: a single C6H7N molecule (the ωB97M-V functional and the def2-TZVPD basis).

ORCA input file:
```
! RIJCOSX wB97M-V def2-TZVPD def2/J DEFGRID3
* xyz 0 1
C -0.490 -1.971 0.114
C -1.137 -0.962 0.279
C 2.529 -0.479 -0.146
C -1.812 0.344 0.020
C -0.759 1.427 -0.136
C 0.564 0.941 0.181
N 1.482 0.251 0.000
H -0.037 -2.925 0.399
H 2.898 -1.239 0.729
H 3.241 -0.161 -0.793
H -2.490 0.268 -0.800
H -2.364 0.406 0.927
H -0.680 1.820 -1.258
H -0.945 2.279 0.484
*
```

The lowest unoccupied orbital energy is 0.723 eV. Its HOMO energy is -6.926 eV. The HOMO-LUMO gap is 7.65 eV.

These are the Mulliken partial charges, in e, on atoms 1 to 4:
1. C -0.278
2. C -0.282
3. C -0.482
4. C -0.408

# 8
Entry from OMol25: a single C6H7N molecule (the ωB97M-V functional and the def2-TZVPD basis).

ORCA input file:
```
! RIJCOSX wB97M-V def2-TZVPD def2/J DEFGRID3
* xyz 0 1
C -2.540 -0.436 1.247
C -1.787 0.472 0.444
N -1.745 1.610 -0.227
C -0.607 0.750 -0.438
C 0.619 0.542 -0.810
C 1.817 0.828 -1.604
C 1.595 -0.498 -1.040
H -3.516 -0.046 1.621
H -1.806 -0.849 2.105
H -2.849 -1.240 0.602
H 1.648 0.945 -2.623
H 2.518 1.494 -1.042
H 2.203 -0.721 -0.116
H 1.206 -1.417 -1.506
*
```

The lowest unoccupied orbital energy is 0.847 eV. Its HOMO energy is -8.274 eV. The HOMO-LUMO gap is 9.12 eV. As for the SMILES: CC1=NC1=C1CC1.

These are the Mulliken partial charges, in e, on atoms 1 to 4:
1. C -0.832
2. C 0.439
3. N -0.649
4. C 0.453

# 9
Entry from OMol25: C6H7N as an isolated structure (the ωB97M-V functional and the def2-TZVPD basis).

ORCA input file:
```
! RIJCOSX wB97M-V def2-TZVPD def2/J DEFGRID3
* xyz 0 1
C -0.395 0.571 1.867
C 0.777 0.386 1.145
C 0.965 -2.181 -1.054
C -1.216 0.301 0.880
C 0.039 -0.073 -0.064
C 0.105 0.931 -1.162
N 0.187 -1.345 -0.604
H -0.635 0.925 2.775
H 1.677 -0.097 1.405
H 0.772 -3.083 -1.571
H -2.309 0.046 0.750
H -0.988 0.924 -1.725
H 0.977 0.712 -1.815
H 0.046 1.982 -0.828
*
```

The lowest unoccupied orbital energy (alpha / beta) is 0.448 / -0.001 eV. Its HOMO energy (alpha / beta) is -7.737 / -7.102 eV. The HOMO-LUMO gap (alpha / beta) is 8.19 / 7.10 eV.

These are the Mulliken partial charges, in e, on atoms 1 to 4:
1. C -0.074
2. C -1.362
3. C -0.288
4. C -0.978

# 10
Entry from OMol25: C6H7N as an isolated structure (the ωB97M-V functional and the def2-TZVPD basis).

ORCA input file:
```
! RIJCOSX wB97M-V def2-TZVPD def2/J DEFGRID3
* xyz 0 1
N -0.836 2.930 -0.647
C -0.510 1.972 -0.086
C -0.194 0.687 0.524
C 1.197 0.138 0.098
C 0.873 -1.262 -0.411
C -0.444 -1.682 -0.519
C -1.270 -0.443 -0.108
H -0.227 0.806 1.621
H 1.656 0.718 -0.709
H 1.931 0.082 0.914
H 1.713 -1.884 -0.752
H -0.114 -1.313 0.597
H -1.642 -0.011 -1.035
H -2.133 -0.738 0.512
*
```

The lowest unoccupied orbital energy is 0.407 eV. Its HOMO energy is -8.712 eV. The HOMO-LUMO gap is 9.12 eV.

These are the Mulliken partial charges, in e, on atoms 1 to 4:
1. N -0.424
2. C -0.072
3. C 0.282
4. C -0.711

# 11
Entry from OMol25: a single C6H7N molecule (the ωB97M-V functional and the def2-TZVPD basis).

ORCA input file:
```
! RIJCOSX wB97M-V def2-TZVPD def2/J DEFGRID3
* xyz 0 1
C 0.370 1.802 1.019
C 0.155 0.361 0.758
C -0.396 -1.489 -0.684
C -1.776 -0.901 -0.663
N -2.828 -0.412 -0.626
C 0.605 -0.411 -0.284
C 1.908 -0.157 -0.827
H 1.208 2.207 0.440
H -0.583 2.246 0.651
H 0.413 1.998 2.098
H -0.639 -0.084 1.372
H -0.189 -1.810 -1.712
H -0.375 -2.352 0.002
H 2.126 -0.998 -1.544
*
```

The lowest unoccupied orbital energy (alpha / beta) is -1.158 / -1.157 eV. Its HOMO energy (alpha / beta) is -8.668 / -8.669 eV. The HOMO-LUMO gap (alpha / beta) is 7.51 / 7.51 eV.

These are the Mulliken partial charges, in e, on atoms 1 to 4:
1. C -1.076
2. C -0.036
3. C -0.484
4. C 0.213

# 12
Entry from OMol25: a single C6H7N molecule (the ωB97M-V functional and the def2-TZVPD basis).

ORCA input file:
```
! RIJCOSX wB97M-V def2-TZVPD def2/J DEFGRID3
* xyz 0 1
H -0.942 -0.641 1.912
N -1.248 0.128 1.320
C -0.547 0.344 0.303
C -0.890 1.457 -0.634
C 0.467 -0.826 -0.473
C 0.029 -2.051 -0.690
C 1.455 -0.244 0.325
C 2.157 0.552 0.925
H -0.053 2.152 -0.735
H -1.784 1.972 -0.281
H -1.111 1.059 -1.627
H -1.039 -2.224 -0.764
H 0.681 -2.811 -1.092
H 2.824 1.132 1.511
*
```

The lowest unoccupied orbital energy is 0.240 eV. Its HOMO energy is -8.538 eV. The HOMO-LUMO gap is 8.78 eV. As for the SMILES: [H]/N=C(/C)C(=C)C#C.

These are the Mulliken partial charges, in e, on atoms 1 to 4:
1. H 0.257
2. N -0.700
3. C 0.767
4. C -1.153

# 13
Entry from OMol25: C6H7N as an isolated structure (the ωB97M-V functional and the def2-TZVPD basis).

ORCA input file:
```
! RIJCOSX wB97M-V def2-TZVPD def2/J DEFGRID3
* xyz 0 1
C 0.691 -0.192 -0.056
C -1.297 -0.709 -0.217
C 1.854 0.170 0.362
C -0.306 -1.783 0.036
C -1.673 1.185 0.159
C -0.514 0.474 -0.686
N -2.155 -0.192 0.560
H 2.059 1.198 0.461
H 2.585 -0.423 0.929
H -0.176 -2.561 -0.791
H -0.396 -2.057 1.028
H -1.319 1.703 1.123
H -2.466 1.676 -0.552
H -0.496 0.769 -1.758
*
```

The lowest unoccupied orbital energy is 0.975 eV. Its HOMO energy is -9.222 eV. The HOMO-LUMO gap is 10.20 eV.

These are the Mulliken partial charges, in e, on atoms 1 to 4:
1. C -0.056
2. C 0.544
3. C -0.609
4. C -0.738

# 14
Entry from OMol25: C6H7N as an isolated structure (the ωB97M-V functional and the def2-TZVPD basis).

ORCA input file:
```
! RIJCOSX wB97M-V def2-TZVPD def2/J DEFGRID3
* xyz 0 1
C 1.154 -0.322 -0.752
C 0.106 -1.224 -0.389
C -1.587 0.025 0.008
C -0.581 -0.704 0.818
N 0.075 0.645 1.159
C 0.926 0.918 0.029
C -0.893 1.230 0.240
H 1.593 -0.302 -1.751
H 1.970 -0.373 0.038
H -0.072 -2.190 -0.851
H -2.516 -0.246 -0.479
H -0.792 -1.344 1.667
H 1.766 1.613 0.189
H -1.131 2.276 0.099
*
```

The lowest unoccupied orbital energy is 1.095 eV. Its HOMO energy is -7.020 eV. The HOMO-LUMO gap is 8.11 eV.

These are the Mulliken partial charges, in e, on atoms 1 to 4:
1. C -0.186
2. C -0.899
3. C -0.472
4. C 0.238

# 15
Entry from OMol25: a single C6H7N molecule (the ωB97M-V functional and the def2-TZVPD basis).

ORCA input file:
```
! RIJCOSX wB97M-V def2-TZVPD def2/J DEFGRID3
* xyz 0 1
C 1.423 1.455 0.000
C 0.298 0.730 0.000
C -1.067 1.216 0.000
C -1.889 0.151 0.000
N -1.167 -1.017 0.000
C 0.189 -0.740 0.000
C 1.158 -1.661 0.000
H 2.397 0.999 -0.001
H 1.389 2.531 0.000
H -1.348 2.250 0.000
H -2.963 0.120 0.000
H -1.554 -1.944 0.000
H 0.938 -2.714 0.000
H 2.193 -1.377 0.000
*
```

The lowest unoccupied orbital energy is 0.640 eV. Its HOMO energy is -7.151 eV. The HOMO-LUMO gap is 7.79 eV. As for the SMILES: C=c1cc[nH]c1=C.

These are the Mulliken partial charges, in e, on atoms 1 to 4:
1. C -1.138
2. C 1.289
3. C -0.809
4. C -0.284

# 16
Entry from OMol25: a single C6H7N molecule (the ωB97M-V functional and the def2-TZVPD basis).

ORCA input file:
```
! RIJCOSX wB97M-V def2-TZVPD def2/J DEFGRID3
* xyz 0 1
C -1.933 -0.275 -0.404
C -0.492 -0.054 -0.099
C 0.768 -0.952 -0.047
C 1.428 0.079 0.871
C 1.512 0.218 -0.613
N 0.272 1.082 -0.687
C 0.148 0.924 0.800
H -2.433 -0.816 0.406
H -2.068 -0.831 -1.338
H -2.413 0.703 -0.520
H 0.921 -2.018 -0.171
H 2.226 0.021 1.600
H 2.370 0.265 -1.274
H -0.299 1.653 1.468
*
```

The lowest unoccupied orbital energy is 1.201 eV. Its HOMO energy is -8.485 eV. The HOMO-LUMO gap is 9.69 eV. As for the SMILES: C[C@@]12[C@@H]3[C@H]4[C@@H]3N1[C@H]42.

These are the Mulliken partial charges, in e, on atoms 1 to 4:
1. C -1.232
2. C 0.734
3. C -0.514
4. C -0.531